DFT (ωB97M-V/def2-TZVPD) results for a cluster of 7 separate species, C4H23N2O6 in total at a distorted geometry.

LUMO energy (spin up / spin down), eV: -6.515 / -10.202
Calculated total energy, Eh: -726.577911
Expectation value of S²: 0.762
HOMO energy (spin up / spin down), eV: -17.25 / -17.25
Kohn-Sham gap (spin up / spin down), Ha: 0.395 / 0.259

Structure (ORCA input):
```
! wB97M-V def2-TZVPD RIJCOSX def2/J DEFGRID3
* xyz 2 2
C -0.1917 -1.3895 2.0541
C -0.0034 -1.5946 0.5369
C -1.1762 -2.2465 -0.1455
C -1.1868 -3.5760 -0.5440
N -2.2474 -1.4841 -0.2853
N -1.2327 -0.3592 2.3336
H -0.4724 -2.3160 2.5107
H 0.7371 -1.0435 2.4719
H 0.2563 -0.6428 0.0722
H 0.8813 -2.2096 0.3754
H -2.0459 -4.0462 -1.0409
H -0.3672 -4.2813 -0.4147
H -3.0530 -1.9133 -0.7555
H -2.0965 -0.4728 -0.6434
H -2.0601 -0.5933 1.7997
H -1.4729 -0.2904 3.3243
H -0.8975 0.5988 1.9883
H 0.5462 2.1173 0.9816
H -0.6876 2.9023 1.4733
O -0.4491 2.0419 1.2256
H 1.2458 1.8740 -2.5822
H 2.7316 2.2989 -2.6715
O 2.1405 1.7570 -2.1518
H 3.6640 -0.5935 0.4820
H 3.7906 -0.2050 1.9113
O 3.1385 -0.3186 1.2405
H -0.6140 1.3837 -4.1126
H -0.7207 2.8642 -3.6838
O -0.4134 2.0023 -3.3711
H 2.4647 1.2806 0.8511
H 2.1096 2.0280 -0.4327
O 2.0142 2.0766 0.5432
H -1.2669 1.5865 -0.3278
H -1.2710 1.5136 -1.8944
O -1.7937 1.2503 -1.1187
*
```

Results of the Mulliken charge analysis, in e, for atoms 1 through 8:
1 C -0.8815
2 C -0.1812
3 C 0.8213
4 C -1.0508
5 N -0.1944
6 N -0.0719
7 H 0.4486
8 H 0.3856